No. 1
This record from OMol25 describes a cluster of 8 separate species, C45H50N5O8 in total at a distorted geometry. The level of theory is wB97M-V/def2-TZVPD.

```
108
Properties=species:S:1:pos:R:3
C -2.229 -0.484 -0.492
C -1.858 0.890 -0.001
N -0.536 0.802 0.513
C -0.059 0.140 1.617
C 1.408 0.218 1.624
N 1.681 1.100 0.553
C 0.524 1.414 -0.130
C 2.983 1.130 -0.083
H -2.042 -1.195 0.313
H -1.750 -0.841 -1.290
H -3.244 -0.561 -0.578
H -2.489 1.378 0.517
H -1.847 1.397 -0.911
H -0.872 -0.365 2.106
H 1.965 -0.424 2.154
H 0.442 1.915 -1.136
H 3.006 2.022 -0.808
H 3.375 0.272 -0.761
H 3.850 1.020 0.536
N 0.844 -2.835 2.528
C -0.321 -3.322 2.985
C -1.227 -3.978 2.109
C -0.899 -4.043 0.774
C 0.416 -3.628 0.394
C 1.296 -3.102 1.313
H -0.614 -2.910 3.918
H -2.171 -4.352 2.572
H -1.427 -4.883 0.351
H 0.763 -3.908 -0.531
H 2.360 -2.805 1.250
N 2.088 1.584 5.291
C 1.104 0.781 5.374
C 1.219 -0.626 5.214
C 2.397 -1.100 4.718
C 3.543 -0.250 4.503
C 3.333 1.125 4.864
H 0.066 1.292 5.710
H 0.431 -1.408 5.295
H 2.235 -2.223 4.475
H 4.630 -0.517 4.528
H 3.915 1.809 4.491
N -2.971 -0.204 3.464
C -3.254 1.094 3.727
C -4.470 1.704 3.275
C -5.444 0.867 2.708
C -5.245 -0.515 2.622
C -3.921 -1.004 2.885
H -2.644 1.794 4.344
H -4.553 2.625 3.632
H -6.307 1.177 2.508
H -5.965 -1.180 2.160
H -3.866 -2.011 2.822
C 5.949 -3.346 2.167
C 6.379 -2.042 1.421
C 5.841 -1.771 0.123
C 4.752 -2.675 -0.368
C 4.390 -3.870 0.396
C 4.943 -4.185 1.567
O 4.702 -5.288 2.319
O 6.127 -0.648 -0.554
H 6.478 -3.408 3.123
H 7.240 -1.583 1.698
H 4.181 -2.524 -1.132
H 3.733 -4.720 0.210
H 4.039 -5.894 2.022
H 6.075 -0.838 -1.514
C -4.105 4.366 -1.874
C -4.162 5.575 -0.987
C -4.952 5.473 0.106
C -5.383 4.157 0.653
C -5.416 2.970 -0.141
C -4.734 3.132 -1.446
O -4.457 2.009 -2.185
O -5.119 6.567 0.931
H -3.549 4.442 -2.863
H -3.923 6.594 -1.529
H -5.760 3.993 1.685
H -5.761 1.947 0.030
H -3.851 2.334 -2.739
H -5.727 6.432 1.785
C 0.656 -2.506 -6.109
C 1.465 -1.718 -5.059
C 1.080 -1.842 -3.684
C -0.037 -2.651 -3.316
C -0.881 -3.046 -4.339
C -0.482 -3.112 -5.683
O -1.321 -3.688 -6.583
O 1.877 -1.102 -2.746
H 1.102 -2.391 -7.175
H 2.475 -1.107 -5.099
H -0.305 -2.485 -2.268
H -1.954 -3.380 -4.085
H -0.807 -3.858 -7.450
H 2.725 -0.976 -3.025
C 0.451 1.789 -3.794
C 1.786 2.311 -3.517
C 1.857 3.544 -2.834
C 0.661 4.207 -2.381
C -0.529 3.754 -2.873
C -0.746 2.525 -3.626
O -1.927 2.076 -4.103
O 3.028 4.037 -2.538
H 0.459 1.001 -4.348
H 2.459 1.702 -3.905
H 0.694 5.068 -1.895
H -1.228 4.573 -2.577
H -1.786 1.690 -4.971
H 3.653 3.508 -2.931
```

Calculated values
LUMO level: -2.2 eV
ΔE to the lowest compared entry with this formula, charge and spin: 48.2 kcal/mol
Total charge: +1
Kohn-Sham gap: 0.2816 Eh
Molecular weight: 788.92 g mol⁻¹

No. 2
This record from OMol25 describes a cluster of 16 separate species, C46H130N16O22 in total at a distorted geometry. The level of theory is wB97M-V/def2-TZVPD.

```
214
Properties=species:S:1:pos:R:3
C -3.028 0.641 -8.739
O -1.909 0.013 -8.154
C -0.715 0.812 -8.361
C -0.195 1.670 -7.277
N 0.492 0.918 -6.303
C 0.815 1.676 -5.078
C 1.340 0.758 -3.999
O 0.255 -0.104 -3.668
C 0.577 -1.096 -2.673
H -3.047 0.347 -9.780
H -3.011 1.776 -8.728
H -3.883 0.386 -8.192
H -0.868 1.469 -9.244
H -0.011 0.059 -8.642
H -1.012 2.259 -6.873
H 0.491 2.312 -7.788
H -0.087 0.167 -5.981
H -0.026 2.133 -4.558
H 1.525 2.482 -5.132
H 1.710 1.309 -3.090
H 2.217 0.212 -4.318
H 1.366 -1.719 -3.127
H -0.315 -1.702 -2.504
H 0.869 -0.719 -1.688
C -3.964 0.420 -2.624
O -4.325 0.975 -1.392
C -3.310 0.873 -0.398
C -3.657 1.690 0.817
N -2.686 1.365 1.887
C -2.957 2.205 3.074
C -2.004 2.034 4.235
O -2.557 2.919 5.229
C -1.974 2.822 6.461
H -4.932 0.200 -3.115
H -3.515 -0.589 -2.560
H -3.377 1.026 -3.203
H -2.363 1.313 -0.767
H -3.121 -0.160 -0.085
H -4.669 1.495 1.172
H -3.634 2.747 0.519
H -2.727 0.368 2.160
H -3.934 2.014 3.516
H -2.906 3.253 2.846
H -0.919 2.279 4.012
H -2.004 1.013 4.600
H -1.815 1.780 6.765
H -2.684 3.262 7.205
H -0.970 3.185 6.522
C 3.734 1.891 0.358
O 3.537 1.604 1.666
C 2.750 0.421 1.785
C 1.298 0.860 1.569
N 0.379 -0.321 1.571
C 0.017 -0.762 2.946
C -0.985 -1.900 2.831
O -2.286 -1.322 2.744
C -3.298 -2.343 2.570
H 3.917 0.983 -0.232
H 4.691 2.490 0.258
H 2.948 2.534 -0.121
H 2.854 0.031 2.810
H 3.084 -0.347 1.030
H 1.141 1.528 0.712
H 1.096 1.440 2.520
H -0.544 -0.003 1.214
H -0.345 0.185 3.313
H 0.850 -1.135 3.570
H -0.971 -2.542 3.739
H -0.711 -2.530 1.977
H -3.050 -3.095 1.737
H -4.211 -1.790 2.324
H -3.375 -2.928 3.502
C 7.983 7.597 -4.786
O 7.060 6.598 -4.445
C 5.728 7.136 -4.413
C 4.778 5.905 -4.201
N 4.898 5.509 -2.841
C 4.182 4.227 -2.494
C 4.844 2.984 -2.977
O 6.190 2.968 -2.533
C 6.828 1.770 -2.712
H 7.695 7.962 -5.835
H 8.994 7.162 -4.898
H 8.037 8.448 -4.133
H 5.526 7.656 -5.371
H 5.639 7.921 -3.628
H 5.081 5.168 -4.927
H 3.708 6.207 -4.393
H 5.902 5.402 -2.632
H 3.163 4.288 -2.861
H 4.107 4.276 -1.348
H 4.720 2.723 -4.052
H 4.359 2.134 -2.555
H 7.742 1.836 -2.105
H 7.026 1.623 -3.778
H 6.214 0.925 -2.411
C -2.622 -1.391 6.384
O -3.121 -2.673 6.168
C -4.528 -2.817 6.290
C -4.776 -4.332 6.223
N -4.401 -4.766 4.922
C -4.482 -6.203 4.678
C -3.897 -6.642 3.359
O -2.505 -6.278 3.471
C -1.810 -6.260 2.274
H -3.117 -0.670 5.788
H -1.549 -1.450 6.140
H -2.622 -1.129 7.482
H -5.136 -2.225 5.555
H -4.735 -2.390 7.243
H -5.838 -4.566 6.505
H -4.174 -4.787 6.980
H -3.441 -4.532 4.791
H -5.569 -6.298 4.543
H -4.229 -6.859 5.554
H -4.326 -6.010 2.572
H -4.052 -7.749 3.313
H -0.725 -5.992 2.472
H -2.204 -5.491 1.584
H -1.841 -7.220 1.748
C 1.698 -7.226 -6.862
O 1.961 -6.706 -5.571
C 0.908 -6.443 -4.766
C 0.046 -5.244 -5.200
N -0.663 -4.800 -4.017
C -1.741 -3.946 -4.487
C -2.484 -3.451 -3.264
O -2.907 -4.645 -2.542
C -3.899 -4.284 -1.599
H 2.654 -7.397 -7.435
H 1.113 -6.543 -7.530
H 1.189 -8.210 -6.786
H 1.377 -6.354 -3.789
H 0.245 -7.295 -4.739
H -0.542 -5.629 -6.031
H 0.636 -4.516 -5.673
H -1.026 -5.569 -3.468
H -2.449 -4.459 -5.094
H -1.229 -3.084 -5.017
H -3.434 -2.919 -3.502
H -1.782 -2.806 -2.705
H -4.680 -3.533 -1.935
H -3.452 -3.670 -0.806
H -4.379 -5.121 -1.133
C -6.099 -1.131 0.510
O -6.233 -0.707 1.849
H -6.624 -0.378 -0.062
H -5.058 -1.047 0.281
H -6.541 -2.096 0.468
H -6.174 -1.453 2.400
C 2.828 2.464 4.975
O 3.158 3.396 3.982
H 2.606 3.047 5.894
H 1.927 1.831 4.767
H 3.620 1.841 5.276
H 3.771 2.973 3.348
C 4.800 7.833 -0.734
O 4.482 8.055 0.702
H 3.969 8.121 -1.451
H 5.596 8.509 -0.844
H 5.059 6.764 -0.859
H 3.622 8.456 0.665
C -6.971 -4.549 2.633
O -6.246 -3.412 3.092
H -6.394 -5.049 1.883
H -7.337 -5.200 3.431
H -7.854 -4.196 2.137
H -5.564 -3.743 3.687
C -0.608 5.149 -2.796
O 0.406 4.436 -2.173
H -1.296 4.455 -3.292
H -1.080 5.796 -2.095
H -0.259 5.724 -3.638
H 1.052 4.985 -1.677
C 2.183 -3.239 -0.515
O 3.300 -3.092 0.033
N 2.148 -4.166 -1.572
N 0.949 -2.684 -0.179
H 1.474 -3.988 -2.327
H 3.019 -4.325 -1.995
H 0.144 -3.063 -0.632
H 0.840 -1.940 0.525
C -1.739 4.909 0.533
O -2.829 4.909 1.067
N -1.075 6.111 0.289
N -1.069 3.823 0.181
H -1.423 6.862 0.911
H -0.113 5.971 0.061
H -1.548 2.923 0.202
H -0.342 3.872 -0.539
C 2.179 5.049 1.253
O 1.852 5.429 0.132
N 1.350 4.297 2.016
N 3.414 5.320 1.669
H 1.720 3.924 2.872
H 0.440 3.971 1.653
H 3.911 5.985 1.149
H 3.676 5.274 2.633
C 4.177 -2.703 3.659
O 4.500 -2.569 4.842
N 5.171 -2.944 2.646
N 2.863 -2.631 3.251
H 4.794 -3.277 1.762
H 5.964 -3.480 3.023
H 2.218 -2.846 4.007
H 2.693 -2.706 2.258
C 1.358 -2.922 6.773
O 1.145 -2.887 5.546
N 0.406 -3.085 7.719
N 2.647 -2.710 7.198
H -0.516 -3.252 7.325
H 0.329 -2.599 8.565
H 2.976 -3.038 8.103
H 3.333 -2.704 6.417
```

Calculated values
LUMO level: 0.5 eV
Kohn-Sham gap: 0.3306 Eh
Molecular weight: 1259.64 g mol⁻¹

No. 3
This record from OMol25 describes a cluster of 2 separate species, CH4S2 in total at a distorted geometry. The level of theory is wB97M-V/def2-TZVPD.

```
7
Properties=species:S:1:pos:R:3
C 0.315 -0.819 -0.981
S -2.098 -0.267 -0.041
S 1.405 -0.145 0.159
H 0.119 -1.894 -0.950
H 0.130 -0.162 -1.790
H -2.125 0.506 -1.224
H 1.425 1.154 0.108
```

Calculated values
LUMO level (spin up / spin down): -0.9 / -1.1 eV
ΔE to the lowest compared entry with this formula, charge and spin: 61.3 kcal/mol
Kohn-Sham gap (spin up / spin down): 0.2780 / 0.2687 Eh
Molecular weight: 80.18 g mol⁻¹

No. 4
This record from OMol25 describes a structure of composition C14H23BN6Pt at a distorted geometry. The level of theory is wB97M-V/def2-TZVPD.

```
45
Properties=species:S:1:pos:R:3
H -0.329 2.568 0.855
N -0.080 1.399 -0.913
B 0.692 0.591 -3.273
N 0.505 1.644 -2.147
C 0.884 2.936 -2.189
Pt -1.030 -0.464 -0.259
H 1.329 3.324 -3.078
C 0.574 3.533 -0.978
H 0.735 4.546 -0.668
C -0.002 2.535 -0.181
H 0.986 1.064 -4.329
C -1.743 -2.041 0.735
H -2.162 -1.909 1.742
H -0.904 -2.760 0.793
H -2.481 -2.484 0.057
N -0.769 -0.061 -3.267
N 1.818 -0.419 -2.748
N -1.536 -0.361 -2.132
N 1.345 -0.885 -1.560
C -1.604 -0.090 -4.327
C 3.036 -0.997 -2.912
H -1.243 0.205 -5.288
H 3.655 -0.773 -3.751
C -2.876 -0.488 -3.912
C 3.292 -1.839 -1.810
C -2.818 -0.619 -2.526
C 2.173 -1.740 -0.975
H -3.737 -0.652 -4.518
H 4.156 -2.423 -1.593
H -3.557 -0.870 -1.778
H 1.842 -2.243 -0.074
H 0.431 -0.476 -1.231
C 0.249 0.967 2.838
C -1.127 0.313 2.729
C -2.078 0.775 3.834
C -1.819 0.560 1.358
H 0.174 2.061 2.753
H 0.943 0.597 2.069
H 0.685 0.734 3.819
H -0.982 -0.774 2.807
H -2.232 1.861 3.769
H -3.049 0.272 3.729
H -1.661 0.526 4.814
H -2.822 0.096 1.366
H -1.978 1.639 1.198
```

Calculated values
LUMO level (spin up / spin down): -6.9 / -11.6 eV
Multiplicity: 5
ΔE to the lowest compared entry with this formula, charge and spin: 34.2 kcal/mol
Total charge: +2
<S²>: 6.02
Kohn-Sham gap (spin up / spin down): 0.1887 / 0.1636 Eh
Molecular weight: 481.27 g mol⁻¹

No. 5
This record from OMol25 describes a cluster of 2 separate species, C3H8N2O in total at a distorted geometry. The level of theory is wB97M-V/def2-TZVPD.

```
14
Properties=species:S:1:pos:R:3
C -3.035 -0.538 0.670
C -1.771 -0.997 0.498
O -0.964 -0.671 -0.536
H -3.174 0.543 0.706
H -3.896 -1.205 0.632
H -1.402 -1.862 1.069
H -1.484 -0.310 -1.256
N 2.136 0.011 0.325
C 2.613 0.815 -0.662
N 2.181 1.977 -1.013
H 1.388 0.422 0.857
H 2.791 -0.658 0.684
H 3.406 0.407 -1.300
H 1.211 2.066 -0.673
```

Calculated values
LUMO level: 0.5 eV
ΔE to the lowest compared entry with this formula, charge and spin: 89.5 kcal/mol
Kohn-Sham gap: 0.3282 Eh
SMILES: [H]/N=C\N.C=CO
Molecular weight: 88.11 g mol⁻¹

No. 6
This record from OMol25 describes the molecule C2H7N3O2 at a distorted geometry. The level of theory is wB97M-V/def2-TZVPD.

```
14
Properties=species:S:1:pos:R:3
C -2.292 -0.774 0.091
C 0.072 -0.325 -0.007
H -2.898 -1.735 0.021
H -2.639 -0.081 -0.600
H -2.421 -0.164 0.996
H 1.694 -1.832 -0.142
H 2.986 -0.068 0.627
H 1.042 1.297 0.186
H -1.507 1.765 0.490
N -0.927 -1.172 -0.249
N 1.372 -0.799 0.184
N 0.109 0.933 0.321
O 2.506 0.015 -0.219
O -0.858 1.819 -0.265
```

Calculated values
LUMO level: 0.7 eV
ΔE to the lowest compared entry with this formula, charge and spin: 140.7 kcal/mol
Kohn-Sham gap: 0.3412 Eh
SMILES: CN=C(NO)NO
Molecular weight: 105.10 g mol⁻¹

No. 7
This record from OMol25 describes a cluster of 3 separate species, C23H48FN4O5PS in total at a distorted geometry. The level of theory is wB97M-V/def2-TZVPD.

```
83
Properties=species:S:1:pos:R:3
C 2.532 -0.560 -0.771
C 1.360 0.363 -0.400
O 0.420 0.383 -1.499
P -0.104 1.810 -1.959
O -0.016 2.874 -0.948
C 0.870 2.222 -3.434
C 2.244 2.680 -2.962
N 3.233 2.816 -4.066
C 4.314 3.731 -3.765
C 4.813 3.870 -2.476
C 5.841 4.767 -2.216
C 6.351 5.476 -3.299
C 5.794 5.237 -4.553
N 4.793 4.405 -4.801
S 3.907 1.377 -4.553
O 4.658 1.587 -5.732
O 4.514 0.700 -3.459
F 2.632 0.590 -4.931
O -1.615 1.541 -2.375
C -2.267 2.512 -3.210
C -2.727 3.754 -2.447
H 3.345 0.082 -1.102
H 2.903 -1.122 0.079
H 2.282 -1.189 -1.616
H 0.872 -0.015 0.492
H 1.754 1.351 -0.203
H 0.405 3.052 -3.952
H 0.889 1.339 -4.059
H 2.655 2.048 -2.175
H 2.118 3.662 -2.522
H 4.407 3.278 -1.672
H 6.222 4.903 -1.218
H 7.156 6.180 -3.180
H 6.201 5.767 -5.402
H -1.682 2.774 -4.085
H -3.151 2.007 -3.585
H -2.529 3.644 -1.387
H -3.783 3.943 -2.595
H -2.151 4.618 -2.765
C -2.672 0.157 0.466
C -3.942 -0.439 1.057
N -4.809 -1.048 0.069
C -6.135 -1.355 0.572
C -6.263 -2.400 1.688
C -4.189 -2.065 -0.761
C -3.550 -3.274 -0.062
H -2.905 0.857 -0.334
H -2.124 0.698 1.240
H -2.003 -0.611 0.072
H -4.494 0.372 1.539
H -3.660 -1.145 1.856
H -6.763 -1.658 -0.271
H -6.571 -0.418 0.933
H -6.110 -3.413 1.319
H -7.269 -2.362 2.110
H -5.560 -2.218 2.502
H -3.418 -1.581 -1.366
H -4.929 -2.418 -1.483
H -2.936 -2.978 0.790
H -2.900 -3.799 -0.765
H -4.293 -3.992 0.283
C 1.994 -4.615 5.588
C 0.829 -3.658 5.382
N 1.224 -2.409 4.762
C 0.199 -1.381 4.815
C -1.091 -1.657 4.041
C 1.918 -2.526 3.491
C 1.205 -3.257 2.339
H 2.800 -4.130 6.140
H 1.662 -5.482 6.161
H 2.394 -4.985 4.643
H 0.403 -3.424 6.361
H 0.040 -4.180 4.817
H 0.632 -0.438 4.470
H -0.054 -1.209 5.866
H -0.947 -1.558 2.966
H -1.853 -0.927 4.326
H -1.498 -2.646 4.250
H 2.871 -3.029 3.672
H 2.194 -1.522 3.158
H 0.748 -4.192 2.664
H 1.929 -3.503 1.560
H 0.436 -2.641 1.876
```

Calculated values
LUMO level: 0.6 eV
Kohn-Sham gap: 0.3157 Eh
SMILES: CCOP(=O)(CCN(c1ccccn1)S(=O)(=O)F)OCC.CCN(CC)CC.CCN(CC)CC
Molecular weight: 542.70 g mol⁻¹

No. 8
This record from OMol25 describes the molecule C4H8N2O. The level of theory is wB97M-V/def2-TZVPD.

```
15
Properties=species:S:1:pos:R:3
C -2.427 -0.254 0.150
N -1.142 -0.161 -0.492
C 0.003 0.111 0.187
N 0.190 0.268 1.444
C 1.205 0.223 -0.742
O 1.018 0.376 -1.933
C 2.566 0.091 -0.125
H -3.190 -0.445 -0.608
H -2.691 0.670 0.683
H -2.449 -1.085 0.868
H -1.070 -0.093 -1.497
H -0.686 0.206 1.966
H 2.710 -0.958 0.160
H 3.328 0.375 -0.853
H 2.637 0.678 0.792
```

Calculated values
LUMO level: 0.7 eV
ΔE to the lowest compared entry with this formula, charge and spin: 24.2 kcal/mol
Kohn-Sham gap: 0.3668 Eh
SMILES: [H]/N=C(\NC)C(C)=O
Molecular weight: 100.12 g mol⁻¹